This record from the OMol25 dataset describes a single C4H6O2 molecule. The level of theory is the ωB97M-V functional and the def2-TZVPD basis.

Output
- Lowest unoccupied orbital energy (alpha / beta): 0.00 / 0.00 eV
- F_max: 0.0058 Eh/bohr
- Calculated total energy: -306.35751 hartree
- Energy above the lowest of the compared OMol25 structures with the same formula, charge and spin: 93.4 kcal/mol

The geometry in ORCA input format:
```
! RIJCOSX wB97M-V def2-TZVPD def2/J DEFGRID3
* xyz 0 1
O 1.966 -0.628 0.778
C 0.891 0.010 0.399
C -0.450 -0.446 0.880
C -1.192 0.285 -0.255
C 0.069 0.571 -1.107
O 0.301 1.494 -1.874
H 2.743 -0.174 0.411
H 0.487 -0.490 -1.340
H -0.603 -1.526 0.982
H -0.626 0.017 1.859
H -1.669 1.213 0.068
H -1.918 -0.326 -0.800
*
```